Record 1
Formula: C31H34AsLiN9P
Source: the OMol25 dataset
Level of theory: ωB97M-V/def2-TZVPD

Structure (ORCA input):
```
! wB97M-V def2-TZVPD RIJCOSX def2/J DEFGRID3
* xyz 0 1
Li 0.296 -1.224 0.252
C -3.995 1.820 1.426
N -2.696 1.476 0.880
C -2.175 1.934 -0.298
C -0.960 1.326 -0.439
N -0.726 0.516 0.631
C -1.778 0.610 1.411
P -2.039 -0.223 3.003
C -0.539 0.329 3.887
N 0.662 -0.203 3.831
C 1.449 0.580 4.625
C 0.713 1.597 5.167
N -0.558 1.435 4.691
C -1.692 2.287 4.983
C -1.546 -1.918 2.582
N -0.582 -2.323 1.776
C -0.641 -3.683 1.758
C -1.645 -4.114 2.580
N -2.222 -2.990 3.095
C -3.313 -2.961 4.052
H -4.466 2.549 0.773
H -4.632 0.939 1.488
H -3.899 2.253 2.420
H -2.713 2.624 -0.925
H -0.257 1.393 -1.253
H 2.497 0.371 4.758
H 0.974 2.407 5.827
H -1.356 3.125 5.587
H -2.123 2.683 4.062
H -2.462 1.742 5.529
H 0.035 -4.268 1.158
H -1.993 -5.099 2.838
H -3.684 -3.973 4.188
H -2.974 -2.579 5.014
H -4.123 -2.332 3.688
N 1.853 -1.402 -9.828
C 1.686 -1.401 -8.691
C 1.476 -1.402 -7.272
C 2.166 -2.302 -6.462
C 1.963 -2.294 -5.095
C 1.066 -1.400 -4.513
C 0.375 -0.509 -5.332
C 0.579 -0.501 -6.700
C 0.843 -1.398 -3.040
C -0.443 -1.761 -2.610
C -1.526 -2.207 -3.432
C -2.571 -2.484 -2.585
C -2.084 -2.224 -1.279
N -0.833 -1.801 -1.283
C 1.938 -1.042 -2.244
C 3.219 -0.610 -2.722
C 3.976 -0.322 -1.615
C 3.136 -0.580 -0.499
N 1.935 -0.994 -0.856
H 2.854 -3.003 -6.914
H 2.495 -2.991 -4.461
H -0.322 0.185 -4.883
H 0.049 0.198 -7.333
H -1.512 -2.318 -4.504
H -3.552 -2.848 -2.848
H -2.618 -2.351 -0.344
H 3.514 -0.513 -3.754
H 4.994 0.033 -1.587
H 3.379 -0.448 0.547
C 3.479 3.321 2.304
As 2.003 2.390 1.390
C 2.217 3.251 -0.364
C 0.559 3.579 2.015
H 3.516 4.380 2.045
H 4.427 2.855 2.033
H 3.343 3.221 3.382
H 2.469 4.307 -0.263
H 1.284 3.162 -0.919
H 2.998 2.741 -0.929
H 0.823 4.632 1.906
H 0.349 3.368 3.064
H -0.340 3.373 1.429
*
```

LUMO = 0.06 eV
HOMO energy = -6.67 eV
maximum force = 0.0044 Eh/bohr
frontier orbital gap = 6.733 eV
E = -4279.214573 Ha

=====

Record 2
Formula: C31H34ClN5O4V
Source: the OMol25 dataset
Level of theory: ωB97M-V/def2-TZVPD

Structure (ORCA input):
```
! wB97M-V def2-TZVPD RIJCOSX def2/J DEFGRID3
* xyz 2 2
V -1.418 0.444 1.599
C -4.017 1.622 -3.306
O -3.461 1.477 -1.990
C -3.908 2.293 -1.028
C -4.887 3.286 -1.160
C -5.257 4.075 -0.081
C -4.680 3.908 1.170
C -3.711 2.919 1.334
C -3.106 2.691 2.618
N -2.186 1.811 2.849
N -1.820 1.669 4.189
C -1.216 0.551 4.339
O -1.014 -0.182 3.183
C -0.747 -0.022 5.582
C -0.023 -1.217 5.572
C 0.425 -1.752 6.767
C 0.149 -1.098 7.961
C -0.575 0.090 7.970
C -1.025 0.635 6.785
C -3.357 2.131 0.238
O -2.407 1.172 0.443
H -3.472 0.922 -3.930
H -5.076 1.361 -3.301
H -3.873 2.637 -3.675
H -5.368 3.439 -2.115
H -6.014 4.833 -0.223
H -4.973 4.529 2.005
H -3.448 3.266 3.474
H 0.177 -1.728 4.641
H 0.982 -2.677 6.771
H 0.497 -1.518 8.895
H -0.787 0.587 8.907
H -1.589 1.557 6.780
C 4.269 -2.303 -3.655
C 4.164 -0.890 -3.056
C 5.232 -0.757 -1.953
C 4.490 0.124 -4.158
C 2.725 -0.645 -2.464
O 2.446 -1.551 -1.408
C 1.656 -0.828 -3.553
C 0.158 -0.825 -3.219
C -0.353 -1.756 -2.150
C -1.297 -1.300 -1.239
C -1.820 -2.113 -0.241
C -1.374 -3.421 -0.148
Cl -1.994 -4.450 1.094
C -0.464 -3.919 -1.073
C 0.027 -3.093 -2.070
C 2.692 0.781 -1.839
N 1.922 0.798 -0.593
C 0.682 1.156 -0.358
N 0.383 0.868 0.923
C 1.554 0.332 1.417
N 2.492 0.295 0.529
H 5.315 -2.526 -3.861
H 3.736 -2.397 -4.599
H 3.903 -3.085 -2.986
H 6.158 -1.217 -2.292
H 4.957 -1.241 -1.014
H 5.471 0.282 -1.727
H 5.495 -0.066 -4.536
H 4.482 1.153 -3.793
H 3.811 0.048 -5.006
H 3.189 -2.150 -1.278
H 1.878 -1.770 -4.049
H 1.794 -0.059 -4.316
H -0.333 -1.078 -4.164
H -0.204 0.183 -2.987
H -1.693 -0.302 -1.401
H -2.594 -1.769 0.441
H -0.153 -4.952 -1.011
H 0.735 -3.499 -2.782
H 2.275 1.526 -2.515
H 3.682 1.100 -1.530
H 0.017 1.601 -1.080
H 1.673 0.005 2.437
*
```

LUMO (alpha / beta) = -8.09 / -7.63 eV
HOMO energy (alpha / beta) = -13.72 / -13.72 eV
maximum force = 0.0243 Eh/bohr
<S²> = 0.77
energy above the lowest of the compared OMol25 structures with the same formula, charge and spin = 13.21 kJ/mol
frontier orbital gap (alpha / beta) = 5.628 / 6.089 eV
E = -3180.107444 Ha

=====

Record 3
Formula: C31H34CoN5
Source: the OMol25 dataset
Level of theory: ωB97M-V/def2-TZVPD

Structure (ORCA input):
```
! wB97M-V def2-TZVPD RIJCOSX def2/J DEFGRID3
* xyz -1 2
Co 0.678 0.408 0.177
C -0.463 1.761 2.925
N -0.044 0.413 2.646
C 1.213 -0.028 3.249
C 1.973 -0.929 2.295
C 2.379 -2.174 2.695
C 3.170 -2.932 1.749
C 3.239 -2.552 0.467
C 2.496 -1.323 -0.016
N 2.231 -0.385 1.093
C -1.102 -0.554 2.628
C -2.035 -0.337 1.453
C -3.347 -0.782 1.526
C -4.194 -0.588 0.448
C -3.702 0.064 -0.668
C -2.380 0.477 -0.661
N -1.549 0.279 0.367
C 0.570 2.712 2.380
C 0.966 3.844 3.080
C 2.029 4.590 2.603
C 2.688 4.149 1.468
C 2.214 3.017 0.825
N 1.146 2.336 1.237
H -0.620 1.962 4.000
H -1.416 1.939 2.419
H 1.050 -0.535 4.211
H 1.818 0.861 3.441
H 2.206 -2.518 3.707
H 3.713 -3.810 2.088
H 3.860 -3.099 -0.236
H 3.168 -0.796 -0.705
H -1.700 -0.564 3.558
H -0.638 -1.537 2.547
H -3.690 -1.274 2.427
H -5.218 -0.938 0.482
H -4.312 0.250 -1.542
H -1.960 0.971 -1.521
H 0.463 4.107 4.002
H 2.364 5.474 3.132
H 3.561 4.661 1.087
H 2.713 2.622 -0.047
C 1.122 -3.620 -1.813
C 0.332 -2.689 -0.877
C -1.030 -2.436 -1.534
C 0.062 -3.453 0.419
C 1.106 -1.355 -0.733
H 0.604 -4.578 -1.940
H 2.117 -3.822 -1.417
H 1.232 -3.161 -2.800
H -1.442 -3.372 -1.930
H -0.958 -1.718 -2.352
H -1.744 -2.050 -0.807
H -0.610 -4.295 0.215
H -0.423 -2.813 1.150
H 0.973 -3.838 0.870
H 1.262 -1.040 -1.772
C 1.058 1.649 -1.835
C -0.035 1.655 -2.721
C -0.949 2.757 -2.761
C -2.095 2.734 -3.511
C -2.418 1.618 -4.304
C -1.494 0.559 -4.353
C -0.338 0.586 -3.617
C -3.626 1.579 -5.060
N -4.607 1.542 -5.668
H 1.317 2.640 -1.479
H 1.906 1.017 -2.080
H -0.735 3.620 -2.140
H -2.774 3.579 -3.491
H -1.707 -0.292 -4.990
H 0.354 -0.245 -3.681
*
```

LUMO (alpha / beta) = 2.46 / 2.46 eV
HOMO energy (alpha / beta) = -3.06 / -3.07 eV
maximum force = 0.0030 Eh/bohr
<S²> = 0.88
frontier orbital gap (alpha / beta) = 5.524 / 5.533 eV
E = -2858.181018 Ha

=====

Record 4
Formula: C31H34F10N2O10S
Source: the OMol25 dataset
Level of theory: ωB97M-V/def2-TZVPD

Structure (ORCA input):
```
! wB97M-V def2-TZVPD RIJCOSX def2/J DEFGRID3
* xyz 0 1
C -0.214 -6.692 -0.146
C -0.250 -6.658 -1.679
C -0.065 -5.251 -2.323
F 0.961 -5.398 -3.271
C 0.390 -4.214 -1.318
C 1.729 -3.996 -1.194
C 2.221 -3.074 -0.304
C 3.715 -2.872 -0.263
C 4.224 -1.955 0.863
O 5.567 -2.246 1.229
C 1.335 -2.398 0.484
C -0.004 -2.596 0.390
C -0.486 -3.500 -0.537
C -1.965 -3.671 -0.658
O -2.535 -4.034 -1.676
C -2.811 -3.340 0.545
C -4.151 -4.010 0.580
C -4.923 -3.880 1.891
S -5.595 -2.235 2.321
C -5.421 -1.158 0.957
N -5.942 0.010 1.018
N -5.628 0.653 -0.145
C -4.945 -0.152 -0.848
O -4.772 -1.326 -0.207
C -2.317 -2.493 1.436
C -0.982 -1.865 1.257
O -0.711 -0.789 1.775
H 0.763 -6.441 0.263
H -0.420 -7.709 0.195
H -0.983 -6.071 0.312
H 0.531 -7.323 -2.039
H -1.239 -7.011 -1.970
H -0.940 -4.948 -2.879
H 2.417 -4.559 -1.807
H 4.011 -2.404 -1.205
H 4.257 -3.821 -0.229
H 4.234 -0.936 0.482
H 3.570 -2.006 1.736
H 5.644 -3.205 1.252
H 1.698 -1.664 1.191
H -3.960 -5.079 0.434
H -4.782 -3.721 -0.257
H -5.779 -4.551 1.823
H -4.337 -4.247 2.732
H -4.517 0.044 -1.809
H -2.863 -2.217 2.331
C 4.364 0.592 -5.553
C 5.597 0.942 -4.747
O 5.253 1.696 -3.567
C 4.802 0.997 -2.540
O 4.654 -0.189 -2.502
C 4.524 1.934 -1.358
F 3.849 3.026 -1.732
F 5.666 2.350 -0.792
F 3.803 1.336 -0.409
H 3.800 1.493 -5.796
H 4.646 0.091 -6.478
H 3.701 -0.066 -4.993
H 6.256 1.583 -5.328
H 6.164 0.053 -4.472
C -6.750 3.379 -0.343
C -6.557 4.828 -0.738
O -7.540 5.686 -0.118
C -7.307 6.024 1.140
O -6.369 5.691 1.802
C -8.415 6.964 1.637
F -9.631 6.513 1.305
F -8.274 8.184 1.097
F -8.379 7.099 2.959
H -7.769 3.058 -0.568
H -6.059 2.745 -0.876
H -6.595 3.234 0.725
H -6.698 4.944 -1.811
H -5.553 5.178 -0.501
C 3.340 3.995 2.366
C 4.812 3.643 2.396
O 5.618 4.814 2.636
C 5.704 5.212 3.897
O 5.180 4.696 4.839
C 6.625 6.437 3.992
F 6.341 7.342 3.048
F 7.906 6.074 3.835
F 6.513 7.035 5.174
H 3.152 4.782 1.634
H 2.745 3.120 2.106
H 3.004 4.365 3.334
H 5.123 3.257 1.429
H 5.028 2.874 3.137
*
```

LUMO = -1.29 eV
HOMO energy = -9.29 eV
SMILES = CC[C@H](F)c1cc(CCO)cc2c1C(=O)C(CCSc1nnco1)=CC2=O.CCOC(=O)C(F)(F)F.CCOC(=O)C(F)(F)F.CCOC(=O)C(F)(F)F
maximum force = 0.0383 Eh/bohr
energy above the lowest of the compared OMol25 structures with the same formula, charge and spin = 0.00 kJ/mol
frontier orbital gap = 7.998 eV
E = -3460.430829 Ha

=====

Which value of E does entry 1 give?
-4279.214573 Ha